# 1
Formula: C30H51N3O15
Source: the OMol25 dataset
Level of theory: ωB97M-V/def2-TZVPD

energy = -2466.31436 Ha
orbital gap = 0.353 Eh
LUMO level = 0.0 eV
SMILES string = C[C@H]1COC(=O)O1.C[C@H]1COC(=O)O1.C[C@H]1COC(=O)O1.COC(=O)OC.COC(=O)OC.CCCC#N.CCCC#N.CCCC#N

```
99
Properties=species:S:1:pos:R:3:forces:R:3
H -1.7106 6.6743 8.4277 1.1 -1.2 -1.2
C -1.6036 4.6953 -1.1713 -2.1 0.8 3.9
O -1.8866 5.3573 6.8767 -1.1 -0.7 -4.2
H -0.5986 5.3423 8.1807 2.9 -3.0 3.0
H -2.6586 1.8453 -4.9293 -0.5 -0.3 0.7
H 3.7914 -4.7567 -2.2623 -0.1 -1.2 0.3
O -0.2696 5.6763 5.0507 -8.0 -3.5 3.5
H -0.3836 2.5803 -3.9163 0.3 1.0 -0.3
O 4.3524 -3.6407 0.1377 0.7 -0.9 -2.2
H -1.4016 1.4083 -5.8333 1.1 -0.1 -1.0
C -1.6706 -1.3347 4.0597 1.9 0.4 1.1
C 1.0994 -8.3957 -3.9373 1.4 0.1 1.9
H -2.4376 -1.5137 1.0397 -0.1 -0.4 -0.6
H 0.7104 -2.2147 -1.0753 0.6 0.5 -0.2
H 1.3234 3.3933 -1.9023 1.6 0.3 0.4
C -1.9366 4.0723 3.5177 0.1 0.0 0.6
H 5.7174 -3.4117 -1.4903 0.4 0.1 1.0
C -0.0686 5.4403 0.2397 4.0 -0.9 4.9
H -2.7496 3.5553 3.0417 -0.5 0.2 -0.3
H 0.9964 -3.5257 3.3517 0.0 -0.3 -0.4
H -2.8626 3.0283 -0.3443 0.5 2.0 0.3
H -2.6686 -0.6307 -5.6243 -0.2 -0.4 -1.7
C -0.8966 -3.7957 2.4007 -2.0 -2.2 -2.1
H 1.0394 1.4553 -1.4203 0.1 -1.0 1.1
O -0.5576 4.3183 -0.2433 0.6 0.2 -1.9
C -1.7766 1.2093 -4.8623 -0.6 -0.4 0.2
H -1.9066 -1.1437 5.1267 -1.2 0.2 -0.9
C 1.5334 1.6883 0.8357 -0.9 0.3 -0.2
C -0.5736 -2.3847 4.2897 0.6 0.7 -0.1
N -1.8086 1.4093 1.4457 -0.9 -2.9 -1.7
C 1.7934 1.7793 -0.6703 -0.3 -0.6 0.8
H -0.0266 0.9203 -3.8223 2.0 -1.3 -0.1
H -3.7326 4.4743 -0.7943 -0.6 0.3 -0.5
H 1.2394 0.7423 1.3107 -0.4 0.1 -1.0
C -0.0796 -6.9387 -2.4723 7.0 -1.0 6.2
H 2.5284 3.8303 -0.5563 -0.3 0.2 0.0
O 4.7534 0.9433 -2.0843 -1.0 1.2 0.0
H -0.9176 6.3843 -2.1963 0.0 0.8 -0.7
O -1.1866 -6.3457 -2.2093 0.0 1.0 -0.5
H 5.2634 -1.0227 -0.7683 1.1 0.2 -0.3
H -3.2936 -0.6147 -0.2693 0.4 -0.8 -0.1
C -1.4646 6.2733 -1.2793 -0.7 -3.1 -1.5
O -2.4496 4.3933 4.8567 2.8 2.3 1.9
N -1.7396 -4.4767 1.9237 2.7 2.4 1.6
C -2.1106 -0.3037 -4.7963 0.8 -0.1 1.5
H -0.3416 6.8233 7.3457 0.4 0.0 -1.4
H -1.7166 -4.6627 -1.1403 -2.5 2.3 -1.4
H 4.1834 -3.5557 -3.3573 0.7 0.7 0.0
H -1.5416 4.2153 -2.0823 0.5 -1.1 -1.9
H 2.4384 1.8583 1.3587 1.3 0.6 0.1
O 3.1724 -2.9277 1.8187 -1.2 0.3 0.5
C 3.8444 -3.6987 -2.3413 -0.5 -0.3 1.1
H 3.9574 -1.1727 -1.8003 -1.4 0.7 -2.2
C -1.3256 -5.5777 -0.9643 0.5 -2.5 0.3
C -2.0596 0.4103 0.8697 2.0 3.9 1.9
C 2.2204 3.0793 -1.2803 -1.1 1.7 0.0
C -2.3066 -0.8237 0.1897 -0.3 -1.0 -0.6
H -2.8556 4.5803 0.6707 0.5 -0.1 0.0
H 1.0104 -9.0767 -4.7363 -1.2 -0.4 -1.1
H -1.1766 1.5443 -2.7533 -0.3 0.1 -0.4
H -2.4026 -1.6957 3.3617 -0.9 -0.2 0.3
O -0.0456 -7.6397 -3.6013 -1.2 1.3 0.2
C -1.2186 -1.3047 -0.8853 -1.3 -0.1 0.9
O -0.5846 6.5293 -0.2423 -0.7 2.4 0.3
H -1.5936 -2.1897 -1.4223 -0.5 0.5 0.2
H -1.1976 -0.9807 -4.6383 -1.1 1.1 -0.4
H -0.0426 -2.5427 0.3697 -0.6 -1.5 1.2
O 0.7794 5.4473 1.1477 -2.0 0.0 -2.5
C 4.4354 -1.6407 -1.0313 2.3 -1.2 1.9
C 3.6124 -2.7157 0.7287 0.9 -1.3 2.6
H 1.3734 -8.9607 -3.0743 0.1 -0.6 0.7
C 4.7184 -3.1417 -1.1593 -1.1 0.3 -2.7
H 0.1914 -1.9947 4.9677 0.1 0.3 -0.3
C -2.7986 4.1893 -0.3443 -1.1 -1.7 -1.2
H 0.8794 2.4763 1.1527 -0.7 0.3 0.2
C 3.7554 1.5133 -1.6703 5.0 0.9 -3.8
H -1.2876 -0.3807 3.6777 0.1 -0.2 -0.1
O 3.3854 2.7463 -2.0343 -0.5 0.6 -1.0
O 2.9964 1.0543 -0.8183 -2.8 -4.0 3.1
C -1.0206 6.0803 7.6897 -3.2 4.1 1.6
C -3.0386 -0.6117 -3.7113 -0.5 -0.1 1.8
H -1.5276 4.9473 2.9847 -0.4 -0.4 0.4
H 2.8064 -3.3707 -2.3293 -0.1 0.3 0.3
C -1.5216 5.1413 5.6047 5.2 2.1 -3.6
H -1.1946 -0.4807 -1.5983 0.5 -0.1 -0.1
C 0.1344 -2.9507 3.0177 -1.1 -0.2 1.6
H -2.4676 6.7523 -1.3373 1.0 0.1 0.7
H -0.5426 -5.2237 -0.3563 2.4 -0.8 0.0
H 1.9794 -7.8137 -4.1163 0.2 1.0 -0.3
O 0.9834 -6.9257 -1.4583 -5.7 -0.3 -6.5
H -1.0356 -3.1427 4.9107 0.0 -0.7 -0.4
N -3.7206 -0.8427 -2.8033 0.6 0.3 -1.1
H 0.5684 -0.9727 0.3137 0.4 -0.2 -0.7
H -1.8656 -6.2397 -0.3383 -1.0 -0.1 0.6
H 0.5044 -2.1597 2.3757 -0.1 0.0 -0.2
C -0.7946 1.6113 -3.7853 -1.6 0.2 0.7
C 0.1054 -1.7627 -0.3003 -0.1 1.8 -0.3
H -1.1816 3.3163 3.6457 0.6 0.0 -0.1
O 3.6584 -1.5797 0.1277 -2.0 1.6 0.0
```
Positions in Å, forces in eV/Å.

# 2
Formula: C27H24N4O5
Source: the OMol25 dataset
Level of theory: ωB97M-V/def2-TZVPD

energy = -1637.67534 Ha
orbital gap = 0.237 Eh
LUMO level = -0.8 eV

```
60
Properties=species:S:1:pos:R:3:forces:R:3
H -5.7808 2.2978 2.4732 2.5 0.4 -2.5
C 0.8372 -2.4621 -1.8165 -2.7 7.1 0.9
H -1.5705 3.8214 0.4080 -0.9 -3.0 0.4
C -0.2173 -4.3643 -1.0385 -4.2 1.4 5.9
C 5.3979 -0.1632 2.3154 1.4 -1.8 -1.5
C -1.0255 -2.3006 -0.1351 8.0 -4.6 -6.5
C 0.6839 2.9321 -0.3520 -0.7 3.7 5.6
O 1.0029 0.0777 -2.1922 -1.8 3.1 0.8
O -5.3622 -0.4503 -0.8020 7.3 -4.6 -9.1
C 3.4157 -1.6627 0.6536 5.9 -1.8 6.0
H -7.3453 -0.5871 -1.0827 -6.9 1.4 -5.9
H -0.2421 -5.3635 -0.8344 0.3 -3.0 -0.5
C -2.9333 1.8946 0.3760 0.5 9.2 9.7
H -3.2686 -1.2044 1.7935 -0.7 2.4 1.2
C -0.5253 2.0632 -0.3473 -4.7 7.7 4.2
H -6.6500 -1.5095 -0.0331 -0.8 0.8 -1.2
C -3.5282 1.1260 -0.3755 1.7 -9.0 -12.6
H -2.2325 -2.6613 2.1315 -0.4 0.1 0.4
H -3.3470 -2.4859 0.7117 -1.8 -1.6 0.3
C -3.8460 2.4669 1.4184 15.6 4.9 -1.8
H 3.0574 3.9325 -0.4607 -0.4 1.9 4.6
H 2.7813 -2.1961 0.1093 -3.0 -1.8 -2.3
H 5.0040 3.0992 -1.6006 -1.0 0.4 1.1
C -1.1272 -3.7298 0.0198 7.0 3.4 -8.7
C 4.2226 1.5145 -0.6730 1.0 -8.4 7.2
C -1.7287 2.6379 0.3020 6.3 1.3 -4.2
H 1.4824 -1.9942 -2.5337 0.6 0.1 0.1
C -0.0871 -1.3976 -1.0172 0.9 -11.4 -1.1
H 6.3239 0.3725 2.5362 -0.4 -0.3 1.6
C 4.0648 -0.5335 0.2748 -0.7 -0.3 2.1
H 1.5860 1.8829 -1.7131 -0.8 -7.8 -5.8
C -4.9609 2.0827 1.5062 -18.1 -4.7 6.7
C -5.4993 1.0049 0.8562 3.7 -2.2 -7.6
H 3.7549 -3.1274 2.2726 -2.6 -6.9 3.1
H -2.8277 0.8077 -1.3112 -1.4 0.4 1.6
O -1.7650 -1.6006 0.4160 -8.7 9.8 8.4
H -1.6066 -4.1015 0.7880 -2.4 -2.5 3.2
H -3.4251 3.2804 2.0439 -0.3 -0.7 -0.4
C -4.7012 0.5004 -0.3908 -0.3 8.1 9.5
H 5.6437 -1.8702 3.3307 0.2 -1.3 1.3
N 3.5969 0.2047 -0.7215 1.6 4.5 -2.0
H 2.9151 -0.0326 -1.3940 -0.8 -0.5 -0.7
O 0.8397 3.8960 0.6121 -0.9 -4.3 -5.3
C 4.9882 0.2073 1.1118 -3.8 4.4 -5.7
H 4.0349 2.2128 -2.7543 -0.3 0.4 3.5
N 4.9629 1.6111 0.4004 1.2 -2.7 1.2
C -2.7531 -2.0088 1.4403 2.5 -2.2 -2.9
C 0.6763 -3.7672 -1.8504 -1.9 -0.1 1.9
H 2.7893 4.4740 -1.9715 -0.2 -3.5 1.0
C 0.0918 -0.0378 -1.3151 2.3 -1.8 0.9
H -1.1415 0.3186 0.3909 1.9 0.5 -2.5
C 5.0500 -1.5299 2.5367 -0.3 -0.2 0.4
O -6.5585 0.2725 0.7295 -4.9 1.1 1.8
C -6.5615 -0.4658 -0.5974 -0.2 -4.6 12.9
C 4.0327 2.5943 -1.3986 0.8 3.7 -11.7
C 2.8215 3.4041 -1.2630 -0.9 2.0 -3.8
N -0.4602 0.7730 -0.3502 -0.7 -5.3 -0.3
N 1.6026 2.5906 -1.2003 3.4 9.6 4.7
H 1.3088 -4.3873 -2.3064 2.4 -2.1 -2.3
C 4.1088 -2.3591 1.8734 1.9 11.1 -5.4
```
Positions in Å, forces in eV/Å.

# 3
Formula: C5H10O2
Source: the OMol25 dataset
Level of theory: ωB97M-V/def2-TZVPD

energy = -346.88387 Ha
orbital gap = 0.368 Eh
LUMO level = 0.8 eV
SMILES string = C=C(O)C[C@H](C)O

```
17
Properties=species:S:1:pos:R:3:forces:R:3
C -1.3929 1.1923 1.2715 -0.3 0.2 -0.1
C 0.5640 -1.8100 -1.3271 0.2 -0.1 0.0
H 0.9342 0.0393 1.2773 0.2 0.0 -0.2
H 1.3932 1.1979 -0.0641 0.2 -0.2 0.2
H 1.2051 -2.5798 -1.7436 0.1 0.2 0.2
H -1.4693 0.3332 1.9462 0.1 0.0 0.0
C 1.0915 -0.8071 -0.6638 5.2 -1.2 1.6
H -0.5021 -1.9401 -1.4555 0.1 0.4 -0.1
O 2.7003 -0.9432 -0.2114 -2.2 -0.8 -1.7
O -1.7467 -0.0747 -0.7376 0.4 -0.6 0.2
H -2.0571 -0.7402 -0.1049 0.1 0.2 -0.2
H -2.3996 1.6112 1.1591 0.1 0.0 0.0
H -0.7412 1.6517 -0.7239 0.0 -0.2 0.0
C 0.8565 0.2915 0.2198 -5.8 1.7 -1.0
H -0.7634 1.9493 1.7452 0.0 -0.1 0.0
H 3.1668 -0.1452 -0.5068 -0.4 -0.2 -0.1
C -0.8394 0.7738 -0.0804 2.0 0.7 1.3
```
Positions in Å, forces in eV/Å.

# 4
Formula: C9H20NSi
Source: the OMol25 dataset
Level of theory: ωB97M-V/def2-TZVPD

energy = -698.80855 Ha
orbital gap = 0.326 Eh
LUMO level = -4.0 eV
net charge = +1

```
31
Properties=species:S:1:pos:R:3:forces:R:3
H 2.5647 -0.7937 -2.6555 0.4 -0.5 -0.2
H 0.2756 -1.1387 2.3400 0.0 -0.2 -0.2
H 2.6697 1.7703 1.0466 0.4 -0.4 -1.0
H -0.1811 2.9012 -1.6010 0.6 -0.4 0.0
H 3.9381 1.9245 -0.1461 0.6 0.8 -0.8
C -0.4350 -0.2886 0.0159 0.6 -0.2 -0.4
C 2.4756 0.2698 -2.7507 0.3 2.3 1.1
H -1.2162 -1.1602 3.3620 0.8 -0.8 -1.7
H 1.5523 3.0710 -2.1750 -1.1 -0.3 0.3
H -0.4833 -2.7189 2.7942 0.4 0.4 0.2
C 0.7259 -0.6147 -0.2676 0.7 2.7 -1.5
H 3.6044 0.3865 0.4991 -0.3 0.1 -0.3
H -1.5788 0.6715 1.3354 -0.4 -0.5 0.6
H 1.8164 0.5517 -3.5554 -0.3 -0.2 -0.4
N -2.8350 -2.2360 1.6243 -1.3 0.0 -3.0
H -3.6310 -2.3000 0.8791 2.3 -0.1 2.3
H -1.0843 -2.4590 0.4157 -0.8 1.2 1.2
H -2.9395 -0.5000 -1.2025 0.8 -2.0 -2.8
Si 1.7802 0.9936 -1.1050 -0.4 1.0 -0.5
H -3.0541 -2.4179 2.5813 -0.2 0.3 0.2
C -1.5472 -1.8194 1.2586 -0.3 0.0 0.1
C 3.1215 1.3027 0.1157 -0.8 -0.8 2.5
C -2.9125 -0.0289 -0.3100 -1.2 1.7 3.4
H -3.0652 0.9995 -0.5512 0.2 1.0 -0.2
C 0.8761 2.7677 -1.3125 1.7 0.1 -0.4
H 3.4541 0.8539 -2.9226 -1.3 -1.3 0.3
C -0.6561 -1.6777 2.4775 -1.2 -0.4 1.8
C -1.6402 -0.1276 0.5967 -2.8 -0.3 -1.0
H 1.1632 3.6192 -0.6093 -0.5 -1.7 -0.2
H -3.9367 -0.2555 0.1364 1.7 -0.1 0.3
H 1.1784 -1.5465 -0.3139 1.0 -1.5 0.1
```
Positions in Å, forces in eV/Å.

Results for relative energy (zero: lowest compared OMol25 entry of this formula, charge and spin): 3.464, 25.000, 3.852, 3.848 (in eV, following the order of the records).